{"formula": "C32H54CeN3OP2S", "method": "wB97M-V/def2-TZVPD", "elements": ["C", "C", "C", "C", "C", "H", "H", "H", "N", "P", "P", "C", "H", "H", "C", "O", "C", "H", "C", "C", "C", "C", "C", "H", "H", "H", "C", "H", "H", "H", "C", "H", "H", "H", "C", "H", "H", "H", "C", "H", "H", "H", "C", "H", "H", "H", "C", "H", "H", "H", "C", "H", "H", "H", "C", "H", "H", "H", "C", "H", "H", "H", "C", "H", "H", "H", "C", "H", "H", "H", "Ce", "N", "C", "C", "C", "C", "C", "H", "H", "H", "H", "H", "H", "H", "H", "H", "S", "C", "C", "N", "C", "H", "H", "H"], "xyz": [[0.819658, 2.403674, 0.948202], [0.715752, 0.389183, 2.203586], [1.034749, 3.145771, 2.099373], [0.987427, 1.118554, 3.386365], [1.170985, 2.486914, 3.325228], [1.120498, 4.226370, 2.005880], [1.061646, 0.554536, 4.320589], [1.417808, 3.056470, 4.220189], [0.702430, 1.056466, 0.995885], [1.158751, 2.052183, -1.864412], [-0.473231, -2.241939, 1.558589], [0.652885, 3.093643, -0.408595], [-0.408640, 3.382055, -0.523899], [1.209653, 4.045221, -0.419039], [-0.427350, -2.747203, -1.832842], [-1.057213, -3.587996, -2.321395], [0.624628, -1.057852, 2.250500], [1.362936, -1.491575, 2.937356], [-2.050433, -2.270810, 2.671241], [0.541805, -3.869706, 1.736110], [-0.035658, 2.413128, -3.332078], [2.920901, 2.692009, -2.112242], [-3.187383, -2.744322, 1.750982], [-3.012407, -3.760016, 1.369628], [-4.135283, -2.748966, 2.309229], [-3.288229, -2.068819, 0.890754], [-1.951915, -3.173282, 3.903312], [-1.828510, -4.233375, 3.653390], [-1.151348, -2.846015, 4.579576], [-2.901817, -3.085191, 4.456580], [-2.297438, -0.837822, 3.150643], [-3.231883, -0.796955, 3.732822], [-1.480598, -0.481401, 3.790085], [-2.396615, -0.152261, 2.299999], [-0.362777, -5.035590, 1.295285], [-0.669549, -4.935962, 0.244768], [0.209252, -5.970370, 1.395991], [-1.266497, -5.132675, 1.910782], [1.745561, -3.770257, 0.783152], [1.447094, -3.698712, -0.277649], [2.413387, -2.931900, 1.024520], [2.341653, -4.690339, 0.887538], [1.061250, -4.101399, 3.158516], [0.264373, -4.169052, 3.903665], [1.591929, -5.065174, 3.164870], [1.773922, -3.333299, 3.479257], [3.606994, 1.833083, -3.190351], [4.623562, 2.226251, -3.349356], [3.693534, 0.779095, -2.879708], [3.079768, 1.868643, -4.154081], [3.684384, 2.523044, -0.784160], [3.309880, 3.196986, -0.001452], [3.644199, 1.490971, -0.413675], [4.742258, 2.778200, -0.956434], [2.943398, 4.179088, -2.510540], [3.957151, 4.568743, -2.330430], [2.727221, 4.326306, -3.572976], [2.247989, 4.788873, -1.920241], [-1.339136, 3.042962, -2.812530], [-1.193894, 4.091206, -2.511240], [-2.082033, 3.041604, -3.627897], [-1.769783, 2.482679, -1.969997], [-0.350924, 1.055248, -3.996490], [-0.820463, 0.338669, -3.300173], [-1.061716, 1.226758, -4.819815], [0.550211, 0.589284, -4.421123], [0.546762, 3.356115, -4.393337], [0.735423, 4.361166, -3.994374], [1.458538, 2.963595, -4.861909], [-0.207802, 3.464392, -5.188838], [0.773505, -0.699957, -0.620512], [-1.584071, -0.274257, -0.452040], [-2.635950, -0.052631, 0.029762], [-4.086355, 0.437605, -0.041453], [-4.715803, 0.539400, 1.350713], [-4.105169, 1.816602, -0.693092], [-4.877983, -0.553685, -0.893493], [-4.780243, -0.448913, 1.825543], [-4.133548, 1.210100, 1.997875], [-5.738887, 0.943749, 1.282813], [-3.813948, 1.757115, -1.749033], [-5.126189, 2.222821, -0.654518], [-3.438429, 2.513453, -0.165414], [-5.890056, -0.166964, -1.083386], [-4.384833, -0.698792, -1.864321], [-4.968837, -1.524974, -0.390002], [4.827606, -2.013139, -1.922562], [5.311264, -1.674615, -0.280222], [4.310129, -1.045259, 0.411626], [3.139521, -0.845422, -0.341022], [3.305251, -1.253787, -1.637516], [6.274687, -1.969641, 0.120190], [4.345872, -0.714264, 1.448413], [2.530787, -1.163451, -2.419506]], "atomic_forces_ev_per_a": [[-0.11, 0.30, -0.29], [0.34, 1.55, 0.28], [0.12, -0.11, -0.36], [0.05, -0.59, -0.33], [-0.07, 0.08, -0.04], [0.03, -0.22, 0.19], [0.01, 0.35, -0.26], [-0.16, -0.15, -0.15], [-0.70, -0.55, 0.80], [-0.03, 0.30, 0.14], [0.83, -0.71, 1.12], [-0.39, 0.09, 0.32], [0.41, -0.24, 0.10], [-0.19, -0.42, 0.08], [-3.01, -3.92, -2.33], [2.64, 3.50, 2.07], [0.81, -0.27, -1.09], [-0.13, 0.13, -0.38], [-0.51, 0.07, -0.60], [-0.53, 0.47, -0.07], [0.16, 0.09, 0.16], [-0.05, -0.17, -0.28], [-0.06, -0.05, 0.08], [-0.09, 0.26, 0.11], [0.21, -0.03, -0.18], [-0.09, -0.32, 0.20], [0.17, -0.11, 0.08], [-0.01, 0.31, 0.14], [-0.24, -0.14, -0.14], [0.25, 0.04, -0.24], [0.11, 0.10, -0.06], [0.29, -0.06, -0.23], [-0.24, -0.08, -0.10], [0.08, 0.00, 0.34], [0.06, -0.04, 0.00], [0.04, -0.06, 0.21], [-0.21, 0.22, -0.09], [0.32, 0.00, -0.18], [0.07, -0.02, 0.08], [0.00, -0.10, 0.15], [-0.17, -0.19, 0.08], [-0.15, 0.24, -0.17], [0.06, -0.20, 0.13], [0.30, -0.02, -0.27], [-0.05, 0.25, 0.03], [-0.07, -0.19, -0.05], [0.07, 0.12, -0.08], [-0.28, -0.20, -0.02], [0.04, 0.45, -0.11], [0.19, -0.02, 0.26], [-0.06, 0.02, 0.06], [0.13, -0.18, -0.18], [0.02, 0.30, -0.04], [-0.33, -0.06, 0.03], [0.27, 0.05, -0.14], [-0.29, -0.09, -0.02], [0.11, -0.02, 0.36], [0.20, -0.06, -0.18], [-0.06, -0.04, 0.06], [-0.03, -0.33, -0.04], [0.26, -0.01, 0.25], [0.11, 0.14, -0.23], [0.13, 0.08, 0.03], [-0.01, 0.16, -0.04], [0.22, -0.17, 0.22], [-0.16, 0.11, 0.04], [-0.11, 0.09, -0.21], [-0.08, -0.36, -0.15], [-0.26, 0.17, 0.13], [0.23, -0.04, 0.19], [0.05, 0.35, 1.72], [-2.82, 0.58, 1.72], [0.93, 0.57, -3.10], [-0.46, -0.12, 1.06], [-0.07, -0.06, 0.52], [0.50, 0.45, -0.34], [0.21, -0.61, -0.40], [-0.02, 0.34, -0.09], [-0.24, -0.15, -0.12], [0.44, -0.17, -0.16], [-0.03, 0.05, 0.24], [0.30, -0.25, 0.09], [-0.22, -0.08, -0.17], [0.37, 0.00, 0.20], [-0.21, -0.03, 0.16], [-0.06, 0.23, -0.20], [-0.58, 0.80, 0.91], [-0.88, 0.21, -0.24], [-0.64, -0.28, -1.12], [1.46, -0.66, -1.70], [1.14, -0.47, 2.20], [-0.06, 0.03, -0.26], [-0.06, -0.14, -0.33], [0.54, -0.10, 0.20]], "mulliken_charge": [-0.101, 0.453, -0.691, -0.678, -1.122, 0.610, 0.623, 0.485, 0.649, 1.043, 0.602, -1.310, 0.712, 0.577, 0.572, -0.225, -1.000, 0.340, 2.222, 1.778, 2.190, 1.598, -1.591, 0.305, 0.549, 0.084, -1.991, 0.405, 0.471, 0.512, -1.540, 0.633, 0.311, 0.041, -1.687, 0.248, 0.526, 0.328, -1.418, 0.119, 0.087, 0.760, -1.672, 0.319, 0.564, 0.327, -1.297, 0.521, 0.048, 0.221, -1.642, 0.280, 0.067, 0.662, -1.562, 0.516, 0.410, 0.237, -1.808, 0.398, 0.630, -0.107, -1.592, 0.159, 0.570, 0.337, -1.932, 0.402, 0.325, 0.541, -0.331, -0.252, -0.155, 2.087, -1.642, -1.768, -1.567, 0.233, 0.404, 0.533, 0.328, 0.537, 0.368, 0.437, 0.339, 0.424, 0.042, -0.505, -0.725, 1.088, -0.708, 0.470, 0.445, 0.523], "gap_ev": [5.49, 5.63], "spin_multiplicity": 1, "charge": 3}